Density functional theory data (ωB97M-V/def2-TZVPD) for a 2-piece molecular cluster, C13H17BrF10NO9PS overall.

CARTESIAN COORDINATES (ANGSTROEM)
C 4.269063 -1.419465 -0.226149
C 3.362380 -0.184369 -0.160992
Br 4.226414 1.214564 -1.282633
C 1.930288 -0.411839 -0.712411
C 0.729167 -0.378207 0.281021
C 1.004201 -1.398866 1.396337
F 1.836089 -0.858888 2.330943
F -0.081751 -1.819455 2.034093
F 1.629505 -2.488999 0.932217
C 0.348167 1.064783 0.815532
O -0.089980 1.075816 2.145942
C 1.446084 2.146734 0.637865
C 0.971642 3.550984 1.044714
N 0.727658 4.377738 -0.168098
C -0.749937 1.515371 -0.145629
O -1.509318 2.420146 -0.093481
O -0.714365 0.624892 -1.235807
C -0.544108 -0.652368 -0.637497
P -0.383243 -1.820353 -2.091051
O 0.361227 -1.215853 -3.204572
O 0.297237 -3.096055 -1.445776
O -1.841710 -2.265631 -2.524920
S -2.132969 -1.118028 0.228112
O -2.146377 -2.552210 0.225378
O -2.323557 -0.419154 1.461998
C -3.576854 -0.555933 -0.867566
F -4.207826 -1.687985 -1.218545
F -3.175093 0.069130 -1.985901
C -4.611578 0.309320 -0.086518
F -5.140020 -0.466289 0.881275
F -4.046986 1.396339 0.442452
C -5.798965 0.791550 -0.978181
F -6.576346 1.560599 -0.216537
F -6.520540 -0.226697 -1.425053
F -5.373238 1.514786 -2.004961
H 5.271402 -1.114772 -0.518328
H 4.370405 -1.911949 0.738333
H 3.928900 -2.116514 -0.990454
H 3.395361 0.238167 0.832201
H 1.743197 0.301425 -1.508633
H 1.957657 -1.380158 -1.200906
H 0.674421 1.234934 2.709465
H 1.767588 2.189234 -0.397498
H 2.300283 1.860358 1.251178
H 0.054965 3.506416 1.624937
H 1.772847 4.016693 1.614720
H 1.279829 5.224173 -0.118176
H -0.237273 4.683299 -0.176460
H 0.645271 -3.628131 -2.180352
H -2.053759 -1.779905 -3.337536
O 4.047639 -3.403198 2.847815
H 3.255363 -2.859460 2.906799
H 4.231539 -3.656721 3.757293

Forces on atoms 1 to 6 (eV/Å):
C 0.215 0.264 -0.133
C 0.238 -0.084 -0.412
Br -0.086 -0.023 0.116
C 0.362 0.239 0.200
C -0.200 -0.221 -0.355
C -0.230 0.074 0.130

Maximum force = 0.0312 hartree/bohr
Structure (SMILES) = C[C@@H](Br)C[C@@]1(C(F)(F)F)[C@@](O)(CCN)C(=O)O[C@]1(P(=O)(O)O)S(=O)(=O)C(F)(F)C(F)(F)C(F)(F)F.O
HOMO level = -0.357 hartree